Record 1
{"formula": "C2H5O2S2", "method": "ωB97M-V/def2-TZVPD", "species": ["C", "S", "S", "H", "H", "H", "H", "O", "C", "O", "H"], "positions_angstrom": [[-0.266, 0.866, 0.346], [-0.214, -0.400, 1.736], [-0.909, 0.486, 3.426], [0.011, 1.844, 0.905], [0.358, 0.735, -0.523], [-1.427, 1.115, 0.175], [-2.171, 0.016, 3.382], [0.310, -0.969, -1.479], [1.023, -1.169, -2.444], [1.743, -0.297, -3.128], [1.541, -2.226, -2.397]], "mulliken_charge": [-0.6839, -0.0231, -0.2634, 0.2712, 0.3333, 0.2258, 0.1249, -0.4597, -0.0564, -0.7024, 0.2338], "homo_energy_ha": -0.14872, "spin_multiplicity": 1, "total_energy_ha": -1026.07005, "total_charge": -1, "e_lumo_ev": 2.736, "homo_lumo_gap_ev": 6.78}

---

Record 2
{"formula": "CH5O2P", "method": "ωB97M-V/def2-TZVPD", "species": ["C", "O", "O", "P", "H", "H", "H", "H", "H"], "positions_angstrom": [[1.438, 0.796, -0.228], [1.378, -0.396, -0.749], [1.814, -1.399, -0.074], [-1.715, -0.569, -0.148], [2.015, 1.018, 0.601], [-2.392, 0.608, -0.271], [0.953, 1.638, -0.668], [-1.019, -0.271, 0.937], [-2.472, -1.425, 0.600]], "mulliken_charge": [-0.3074, 0.1335, -0.4936, -0.0624, 0.3217, 0.0412, 0.3254, -0.0027, 0.0442], "homo_energy_ha": [-0.35196, -0.34782], "spin_multiplicity": 1, "total_energy_ha": -532.68922, "total_charge": 0, "e_lumo_ev": [-0.630, -0.664], "homo_lumo_gap_ev": [8.95, 8.80]}

---

Record 3
{"formula": "C33H24F10IIrN8O2", "method": "ωB97M-V/def2-TZVPD", "species": ["Ir", "O", "C", "C", "C", "C", "C", "C", "C", "O", "N", "N", "C", "C", "C", "C", "C", "C", "N", "H", "H", "H", "H", "H", "H", "H", "H", "H", "H", "C", "N", "C", "C", "N", "C", "C", "F", "C", "F", "C", "F", "C", "F", "C", "F", "C", "C", "N", "C", "C", "F", "C", "F", "C", "F", "C", "F", "C", "F", "H", "H", "H", "H", "H", "H", "H", "H", "H", "H", "H", "I", "C", "C", "N", "N", "C", "H", "H", "H"], "positions_angstrom": [[0.093, 0.040, -0.240], [2.711, -3.433, -3.851], [1.673, -4.254, -3.623], [1.387, -5.221, -4.589], [0.327, -6.085, -4.410], [-0.472, -6.010, -3.269], [-0.195, -5.055, -2.314], [0.871, -4.160, -2.473], [1.114, -3.079, -1.495], [2.036, -2.256, -1.664], [0.289, -3.077, -0.430], [0.221, -1.976, 0.311], [0.072, -2.157, 1.585], [-0.269, -1.032, 2.414], [-0.578, -1.192, 3.764], [-1.044, -0.116, 4.483], [-1.227, 1.096, 3.824], [-0.885, 1.188, 2.497], [-0.361, 0.168, 1.800], [2.749, -2.819, -3.083], [2.019, -5.270, -5.465], [0.120, -6.833, -5.165], [-1.296, -6.697, -3.131], [-0.800, -4.978, -1.421], [0.135, -3.159, 1.988], [-0.469, -2.169, 4.213], [-1.293, -0.219, 5.531], [-1.637, 1.959, 4.327], [-1.057, 2.106, 1.963], [0.694, 2.509, -2.049], [0.162, 2.140, -0.712], [1.133, 2.646, 0.291], [2.383, 1.781, 0.217], [2.009, 0.361, 0.138], [3.131, -0.493, 0.262], [3.401, -1.186, 1.427], [2.612, -1.018, 2.498], [4.488, -2.039, 1.520], [4.726, -2.697, 2.648], [5.338, -2.181, 0.437], [6.380, -2.991, 0.518], [5.105, -1.466, -0.729], [5.912, -1.609, -1.770], [4.014, -0.627, -0.800], [3.771, 0.041, -1.932], [-1.230, 2.678, -0.638], [-2.165, 1.584, -1.128], [-1.922, 0.369, -0.353], [-3.036, -0.279, 0.160], [-3.966, 0.446, 0.926], [-3.719, 1.747, 1.176], [-5.083, -0.116, 1.506], [-5.914, 0.636, 2.219], [-5.306, -1.480, 1.390], [-6.371, -2.040, 1.947], [-4.393, -2.243, 0.688], [-4.582, -3.551, 0.548], [-3.293, -1.645, 0.094], [-2.475, -2.450, -0.613], [0.865, 3.587, -2.067], [-0.021, 2.250, -2.822], [1.632, 2.002, -2.238], [0.695, 2.558, 1.279], [1.372, 3.698, 0.118], [3.015, 1.955, 1.092], [2.996, 2.025, -0.656], [-1.304, 3.581, -1.248], [-1.472, 2.950, 0.386], [-1.986, 1.400, -2.196], [-3.194, 1.932, -1.043], [1.184, -1.118, -6.311], [0.383, -1.001, -4.424], [-0.684, -1.713, -3.914], [-0.840, -1.327, -2.646], [0.068, -0.398, -2.289], [0.828, -0.209, -3.370], [-1.322, -2.459, -4.357], [-1.494, -1.679, -1.958], [1.693, 0.424, -3.363]], "mulliken_charge": [2.3780, -0.7136, 0.4820, -0.6788, -0.3539, -0.9303, -0.4788, 0.2766, 0.3472, -0.2639, -1.8897, 1.2094, -1.0555, 1.4257, -1.2611, -0.5940, -1.2605, 0.2475, 0.4240, 0.2697, 0.5009, 0.4250, 0.4435, 0.4985, 0.5811, 0.5872, 0.4733, 0.5438, -0.1210, -1.3513, -0.0087, -1.1584, -0.4462, 1.0411, -1.1494, 0.0866, -0.3515, 0.4885, -0.3007, 0.4789, -0.2897, 0.4224, -0.3225, 0.1774, -0.3914, -0.9962, -0.6992, 0.5557, 0.1564, 0.0000, -0.3761, 0.1457, -0.2918, 0.6856, -0.2874, -0.0487, -0.2844, -0.5707, -0.3960, 0.2967, 0.5365, 0.1672, 0.3498, 0.5319, 0.5576, 0.4820, 0.4213, 0.5994, 0.2638, 0.7401, 0.1590, -1.2131, -0.2436, 0.5674, 0.1459, -0.4665, 0.4831, 0.0114, 0.5801], "homo_energy_ha": [-0.38101, -0.38102], "spin_multiplicity": 2, "total_energy_ha": -3260.85800, "total_charge": 1, "e_lumo_ev": [-3.639, -4.969], "s_squared": 0.76, "homo_lumo_gap_ev": [6.73, 5.40]}

---

What did the second record say?
{"formula": "CH5O2P", "method": "ωB97M-V/def2-TZVPD", "species": ["C", "O", "O", "P", "H", "H", "H", "H", "H"], "positions_angstrom": [[1.438, 0.796, -0.228], [1.378, -0.396, -0.749], [1.814, -1.399, -0.074], [-1.715, -0.569, -0.148], [2.015, 1.018, 0.601], [-2.392, 0.608, -0.271], [0.953, 1.638, -0.668], [-1.019, -0.271, 0.937], [-2.472, -1.425, 0.600]], "mulliken_charge": [-0.3074, 0.1335, -0.4936, -0.0624, 0.3217, 0.0412, 0.3254, -0.0027, 0.0442], "homo_energy_ha": [-0.35196, -0.34782], "spin_multiplicity": 1, "total_energy_ha": -532.68922, "total_charge": 0, "e_lumo_ev": [-0.630, -0.664], "homo_lumo_gap_ev": [8.95, 8.80]}